(1)
Formula: C8H12N3
Source: OMol25
Level of theory: ωB97M-V/def2-TZVPD

The geometry in XYZ format:
```
23
Properties=species:S:1:pos:R:3:lowdin_charge:R:1
N 1.950 0.422 -1.269 0.0712
C 1.083 0.360 0.198 -0.4381
N 1.606 1.160 1.170 0.1622
N 1.411 -1.112 0.459 0.1119
C 0.250 -1.911 -0.217 -0.0132
C -0.936 -0.909 -0.164 -0.1406
C -2.306 -1.067 -0.148 -0.0254
C -3.205 -0.001 0.004 -0.0219
C -2.623 1.275 0.121 -0.0752
C -1.277 1.507 0.152 -0.0260
C -0.413 0.415 0.044 -0.1190
H 1.820 1.415 -1.550 0.0764
H 1.473 -0.236 -1.984 0.0912
H 0.954 1.904 1.394 0.1040
H 2.484 1.544 1.079 0.0829
H 1.597 -1.267 1.399 0.1408
H 2.232 -1.477 -0.152 0.2016
H 0.067 -2.864 0.403 0.1621
H 0.573 -2.066 -1.319 0.1514
H -2.615 -2.066 -0.209 0.1022
H -4.313 -0.042 -0.107 0.1345
H -3.395 2.056 0.063 0.1243
H -0.872 2.552 0.303 0.1426
```

Properties
SMILES string: NC1(N)[NH2+]Cc2ccccc21
Total charge: +1
HOMO level in eV: -13.01
HOMO-LUMO gap in hartree: 0.367
E_LUMO in hartree: -0.1108

***

(2)
Formula: C4H5NO3
Source: OMol25
Level of theory: ωB97M-V/def2-TZVPD

The geometry in XYZ format:
```
13
Properties=species:S:1:pos:R:3:lowdin_charge:R:1
C 1.024 1.884 0.093 -0.3311
C 1.906 0.986 0.163 0.0601
C 2.963 0.050 0.050 -0.5470
C -0.673 -0.233 -0.009 0.0725
N -1.385 0.884 0.025 0.0839
O 4.168 0.288 -0.064 0.0540
O 0.103 2.618 -0.052 0.0078
O 2.499 -1.261 -0.051 0.0420
H -0.319 -0.870 0.749 0.0733
H -0.352 -0.771 -0.995 0.1423
H -1.563 1.566 -0.682 0.1207
H 3.288 -1.676 0.281 0.0895
H -1.532 1.461 0.840 0.1320
```

Properties
Total charge: 0
HOMO level in eV: -8.49
HOMO-LUMO gap in hartree: 0.289
E_LUMO in hartree: -0.0230

***

(3)
Formula: C4H30NO13S
Source: OMol25
Level of theory: ωB97M-V/def2-TZVPD

The geometry in XYZ format:
```
49
Properties=species:S:1:pos:R:3:lowdin_charge:R:1
O 1.151 -1.444 2.273 -0.0499
C 0.061 -0.979 1.984 -0.1607
C 0.001 0.291 1.069 -0.4588
C -0.773 1.296 1.688 -0.6973
S -1.342 2.536 0.642 0.6497
N 1.377 0.785 0.630 -0.0199
C 1.953 1.985 1.246 -0.3173
O 1.734 1.862 2.609 -0.1655
H -0.850 -1.339 2.510 0.1284
H -0.545 -0.155 0.166 0.1245
H 0.811 2.141 3.049 0.1364
H -0.628 1.397 2.762 0.0212
H -2.478 1.896 0.167 -0.1569
H 2.061 -0.018 0.949 0.1084
H 3.092 2.042 1.063 0.1390
H 1.458 2.901 0.880 0.0890
H 0.480 -0.426 -2.258 -0.0325
H -0.663 -0.167 -3.302 0.0865
O -0.438 -0.579 -2.434 -0.0713
H -2.148 3.777 -2.159 0.0493
H -1.144 2.863 -2.962 0.0035
O -2.046 3.276 -2.999 -0.1010
H -2.533 -3.159 1.082 0.0785
H -2.505 -1.867 0.299 0.0463
O -1.969 -2.716 0.405 -0.0951
H 2.275 -0.832 -0.964 0.0362
H 2.050 -1.969 -2.065 0.0332
O 2.107 -0.998 -1.940 -0.0969
H 1.356 -3.825 -1.431 -0.0007
H 2.847 -3.681 -0.830 -0.0109
O 2.319 -4.182 -1.492 -0.1543
H -0.404 -2.301 -1.575 -0.0102
H -0.591 -3.250 -0.665 -0.0488
O -0.051 -3.128 -1.351 0.0200
H 1.350 1.964 -2.813 0.1251
H 0.431 1.926 -1.679 0.0026
O 0.392 2.280 -2.579 -0.1081
H -2.926 1.936 -2.108 -0.0074
H -4.224 2.287 -1.474 0.0570
O -3.796 1.547 -1.923 -0.0853
H -2.316 -1.186 -1.374 0.0399
H -3.389 -0.062 -1.428 0.0151
O -3.263 -0.990 -1.064 -0.1195
H 1.634 -0.543 3.841 -0.0023
H 1.369 0.855 4.237 -0.0571
O 1.409 0.017 4.588 -0.0347
H 3.956 -2.117 0.542 0.1151
H 2.482 -2.453 1.205 0.0569
O 2.963 -2.231 0.374 -0.0996
```

Properties
Total charge: -1
HOMO level in eV: -2.97
HOMO-LUMO gap in hartree: 0.205
E_LUMO in hartree: 0.0960

***

(4)
Formula: C18H32InN2O8
Source: OMol25
Level of theory: ωB97M-V/def2-TZVPD

The geometry in XYZ format:
```
61
Properties=species:S:1:pos:R:3:lowdin_charge:R:1
In 1.498 1.051 -0.371 0.9412
C -5.500 2.938 3.922 0.1806
C -6.846 2.732 3.738 -0.2593
C -7.371 1.677 2.793 -0.3118
O -8.625 1.397 2.700 0.1113
C -6.552 0.993 1.941 0.1965
C -5.078 1.214 1.958 -0.3254
C -4.563 2.318 2.976 -0.2337
O -3.328 2.636 2.949 0.0788
O -4.256 0.703 1.299 0.1638
O -7.578 3.560 4.461 0.0998
H -5.095 3.807 4.419 0.1521
H -7.058 0.292 1.294 0.1496
C 0.168 -3.892 0.570 -0.0978
O 1.198 -3.173 1.234 -0.2279
C 1.612 -3.680 2.534 -0.2095
C 2.769 -2.951 3.181 -0.1861
N 2.378 -1.538 3.584 -0.0529
C 3.321 -0.981 4.562 -0.2154
C 4.820 -0.968 4.061 -0.1994
O 4.875 -0.136 2.876 -0.1899
C 6.242 -0.022 2.522 -0.1276
H -0.234 -3.361 -0.292 0.0853
H -0.584 -4.022 1.349 0.0835
H 0.570 -4.876 0.328 0.0872
H 2.059 -4.659 2.364 0.1204
H 0.800 -3.791 3.253 0.1238
H 3.667 -3.010 2.565 0.1186
H 2.972 -3.524 4.086 0.1190
H 1.571 -1.569 4.190 0.0964
H 3.312 -1.574 5.476 0.1051
H 2.987 -0.042 5.002 0.1130
H 5.108 -2.012 3.933 0.1069
H 5.425 -0.556 4.868 0.1178
H 6.332 0.719 1.728 0.0811
H 6.672 -0.950 2.145 0.0909
H 6.840 0.425 3.316 0.0879
C 1.953 -2.409 -3.637 -0.0518
O 0.975 -1.288 -3.756 -0.2150
C 0.684 -1.009 -5.104 -0.2810
C -0.598 -0.233 -5.228 -0.2118
N -0.214 1.152 -4.876 -0.0400
C -1.476 1.914 -4.913 -0.2147
C -1.199 3.354 -4.435 -0.2225
O -1.131 3.208 -3.025 -0.1919
C -0.933 4.489 -2.545 -0.1534
H 2.248 -2.595 -2.605 0.0755
H 2.848 -2.165 -4.209 0.0835
H 1.521 -3.322 -4.047 0.0853
H 0.356 -1.911 -5.621 0.1176
H 1.487 -0.584 -5.706 0.1294
H -1.445 -0.701 -4.726 0.1336
H -0.753 -0.280 -6.306 0.1203
H 0.303 1.470 -5.684 0.1081
H -2.342 1.474 -4.419 0.1243
H -1.860 2.059 -5.923 0.1123
H -2.002 3.968 -4.844 0.1274
H -0.224 3.681 -4.798 0.1218
H -1.881 5.024 -2.585 0.0951
H -0.136 5.043 -3.042 0.0928
H -0.711 4.484 -1.478 0.0811
```

Properties
Total charge: +1
HOMO level in eV: -11.36
HOMO-LUMO gap in hartree: 0.172
E_LUMO in hartree: -0.2455

***

(5)
Formula: C6H8OS
Source: OMol25
Level of theory: ωB97M-V/def2-TZVPD

The geometry in XYZ format:
```
16
Properties=species:S:1:pos:R:3:lowdin_charge:R:1
O 1.223 1.784 -1.075 -0.0900
C 0.248 0.783 -0.457 -0.4021
C -0.048 1.356 0.943 -0.0383
C 0.686 0.108 0.826 -0.2118
C -0.010 -1.281 0.868 -0.1681
C -0.799 -1.594 -0.527 -0.3825
S -2.232 -0.401 -0.338 0.8379
C -0.582 -0.181 -1.154 -0.4471
H 1.949 1.367 -1.764 0.1628
H 0.387 2.217 1.114 0.0543
H -1.163 1.528 0.917 0.1021
H 1.573 0.110 1.244 0.0922
H 0.898 -1.952 0.753 0.1136
H -0.642 -1.387 1.855 0.1419
H -0.659 -2.594 -1.009 0.1167
H -0.826 0.135 -2.197 0.1184
```

Properties
SMILES string: O[C@]12C[C@H]1C[C@H]1S[C@H]12
Total charge: 0
HOMO level in eV: -8.62
HOMO-LUMO gap in hartree: 0.343
E_LUMO in hartree: 0.0264

***

(6)
Formula: C4H10N2O2
Source: OMol25
Level of theory: ωB97M-V/def2-TZVPD

The geometry in XYZ format:
```
18
Properties=species:S:1:pos:R:3:lowdin_charge:R:1
C 2.461 0.282 -0.628 0.0052
C 0.634 -0.979 0.248 -0.1753
C -0.854 -0.795 0.666 -0.1733
C -1.688 0.046 -0.046 -0.5125
H 2.341 0.188 -1.713 0.1093
H 3.329 -0.389 -0.144 0.1584
H 2.754 1.277 -0.510 0.0769
H 0.950 -1.768 1.057 0.1718
H 0.585 -1.340 -0.758 0.1290
H -1.387 -1.772 0.617 0.1288
H -0.933 -0.560 1.855 0.1880
H -3.376 0.089 -1.101 0.0533
H -2.231 2.079 0.100 0.1875
H 0.487 0.826 0.453 -0.0551
N -2.681 -0.548 -0.655 0.1073
N -1.368 1.424 -0.300 -0.0227
O 1.282 0.217 0.163 -0.1200
O -0.307 1.723 0.695 -0.2565
```

Properties
Total charge: 0
HOMO level in eV: -7.96
HOMO-LUMO gap in hartree: 0.314
E_LUMO in hartree: 0.0212

***

(7)
Formula: C21H30N2PbSi
Source: OMol25
Level of theory: ωB97M-V/def2-TZVPD

The geometry in XYZ format:
```
55
Properties=species:S:1:pos:R:3:lowdin_charge:R:1
C -2.057 -1.407 -0.193 -0.2251
C -0.972 -2.304 -0.391 -0.2750
C -0.211 -2.358 0.823 -0.2909
H -0.799 -2.911 -1.290 0.0984
C -0.826 -1.459 1.761 -0.2252
C -1.958 -0.891 1.140 -0.2052
H -2.722 -0.269 1.633 0.1003
H -2.909 -1.262 -0.868 0.0976
H 0.668 -2.989 1.014 0.1017
H -0.517 -1.304 2.801 0.0997
Pb 0.601 -0.020 -0.301 1.4523
C 3.927 0.050 0.320 -0.3162
H 3.727 -0.233 1.346 -0.0045
H 3.547 1.059 0.143 -0.0183
H 3.445 -0.683 -0.341 -0.0163
Si 5.702 0.013 0.077 0.3489
C 6.404 -0.809 -1.439 -0.2888
C 5.932 -2.085 -1.744 -0.1225
H 5.304 -2.614 -1.031 0.0993
C 6.267 -2.691 -2.954 -0.1048
H 5.857 -3.676 -3.190 0.0957
C 7.130 -2.043 -3.839 -0.1104
H 7.388 -2.517 -4.784 0.0926
C 7.680 -0.806 -3.495 -0.0973
H 8.393 -0.328 -4.165 0.0960
C 7.324 -0.191 -2.293 -0.1005
H 7.756 0.758 -2.014 0.0969
C 6.277 -0.969 1.632 -0.2606
C 7.238 -1.993 1.627 -0.1068
H 7.911 -2.089 0.787 0.0915
C 7.353 -2.904 2.691 -0.1026
H 8.117 -3.678 2.668 0.0922
C 6.485 -2.830 3.786 -0.1225
H 6.530 -3.564 4.581 0.0884
C 5.574 -1.782 3.848 -0.1114
H 4.869 -1.704 4.685 0.0955
C 5.552 -0.818 2.834 -0.1369
H 4.905 0.041 2.965 0.0863
H 5.510 1.567 -0.478 -0.0831
H 6.337 1.366 0.530 -0.0227
N -0.221 2.231 0.617 -0.1062
C -1.664 2.646 0.485 -0.2350
C -2.268 2.211 -0.848 -0.2067
C -1.370 2.325 -2.071 -0.2393
N -0.594 1.049 -2.280 -0.1198
H 0.367 2.967 0.219 0.0800
H 0.022 2.189 1.618 0.0917
H -2.215 2.202 1.319 0.1058
H -1.734 3.747 0.586 0.1209
H -2.659 1.179 -0.748 0.0904
H -3.172 2.834 -1.023 0.1237
H -1.964 2.556 -2.973 0.1182
H -0.648 3.150 -1.956 0.1169
H -1.260 0.290 -2.528 0.0876
H 0.047 1.147 -3.071 0.0858
```

Properties
Total charge: 0
HOMO level (spin up / spin down) in eV: -3.85 / -3.86
HOMO-LUMO gap (spin up / spin down) in hartree: 0.113 / 0.114
E_LUMO (spin up / spin down) in hartree: -0.0280 / -0.0280

***

(8)
Formula: C12H14N2S
Source: OMol25
Level of theory: ωB97M-V/def2-TZVPD

The geometry in XYZ format:
```
29
Properties=species:S:1:pos:R:3:lowdin_charge:R:1
C -0.703 -0.903 -1.288 -0.0787
C -0.988 -0.121 -0.014 -0.5983
C 0.058 -0.486 0.966 -0.1757
C 1.437 -0.199 0.493 -0.2501
C 2.231 -1.207 -0.060 -0.0718
C 3.530 -0.996 -0.490 -0.0847
C 4.099 0.264 -0.310 -0.0558
C 3.374 1.260 0.483 -0.0672
C 2.087 1.037 0.809 -0.0827
S -0.922 1.772 -0.404 0.9039
C -2.818 1.788 -0.434 -0.3886
C -3.205 0.819 0.687 -0.2095
N -2.440 -0.398 0.432 -0.0580
C -3.035 -1.503 0.066 -0.3524
N -3.567 -2.487 -0.059 0.1704
H -1.492 -0.755 -1.919 0.0496
H -0.750 -1.968 -1.138 0.0833
H 0.373 -0.776 -1.621 0.1093
H 0.156 -1.608 1.154 0.1565
H -0.181 -0.048 1.890 0.1077
H 1.813 -2.167 -0.327 0.1120
H 4.224 -1.791 -0.794 0.1123
H 5.112 0.275 -0.421 0.0586
H 3.870 2.261 0.698 0.1232
H 1.398 1.789 1.208 0.0921
H -3.039 1.460 -1.475 0.0801
H -3.173 2.830 -0.385 0.0759
H -3.249 1.308 1.715 0.1459
H -4.201 0.551 0.540 0.0929
```

Properties
SMILES string: C[C@@]1(Cc2ccccc2)SCCN1C#N
Total charge: 0
HOMO level in eV: -9.08
HOMO-LUMO gap in hartree: 0.354
E_LUMO in hartree: 0.0205

***

(9)
Formula: C3H6NP
Source: OMol25
Level of theory: ωB97M-V/def2-TZVPD

The geometry in XYZ format:
```
11
Properties=species:S:1:pos:R:3:lowdin_charge:R:1
C 0.550 0.954 -0.748 -0.1666
C -0.035 0.008 0.313 -0.5831
P 0.145 -1.782 -0.010 0.8212
C -1.888 0.296 0.412 -0.1849
N -3.010 0.472 0.500 0.0526
H -0.015 1.895 -0.612 0.0770
H 1.646 0.981 -0.455 0.0930
H 0.459 0.572 -1.813 0.0891
H 0.479 0.281 1.170 0.0417
H 0.219 -2.165 1.313 -0.1089
H 1.450 -1.512 -0.071 -0.1311
```

Properties
SMILES string: C[C@H](P)C#N
Total charge: 0
HOMO level in eV: -10.48
HOMO-LUMO gap in hartree: 0.408
E_LUMO in hartree: 0.0232

***

(10)
Formula: C3H6ClN
Source: OMol25
Level of theory: ωB97M-V/def2-TZVPD

The geometry in XYZ format:
```
11
Properties=species:S:1:pos:R:3:lowdin_charge:R:1
Cl 1.517 -1.963 0.303 0.4944
C 0.061 -0.808 0.320 -0.6124
C -0.267 -0.159 -1.084 -0.1593
N -0.462 1.166 -0.350 -0.0277
C 0.368 0.582 0.745 -0.2731
H -0.762 -1.294 0.894 0.1095
H -1.167 -0.458 -1.540 0.0890
H 0.659 -0.179 -1.639 0.0949
H -1.384 1.316 -0.081 0.0576
H 1.447 0.835 0.714 0.1107
H -0.011 0.963 1.718 0.1165
```

Properties
SMILES string: ClC1CNC1
Total charge: 0
HOMO level in eV: -9.31
HOMO-LUMO gap in hartree: 0.378
E_LUMO in hartree: 0.0358

***

(11)
Formula: C15H20N5O6
Source: OMol25
Level of theory: ωB97M-V/def2-TZVPD

The geometry in XYZ format:
```
46
Properties=species:S:1:pos:R:3:lowdin_charge:R:1
O -1.499 0.987 0.496 0.0771
O -4.865 -2.398 -2.388 0.1024
O 5.111 1.317 -0.255 0.0619
O -6.386 1.612 -1.332 0.0991
O 0.726 -0.488 2.595 0.0459
O -1.819 -0.994 1.566 0.1391
C -2.196 0.016 0.748 -0.4645
C -4.777 -1.429 -1.660 -0.4566
C 4.237 0.627 0.236 -0.5538
C -5.546 0.759 -1.131 -0.4250
C 1.585 0.270 2.153 -0.4315
C -3.654 -1.303 -0.749 0.0992
C 1.720 -0.853 -2.723 0.0240
C -3.410 -0.126 -0.060 -0.0978
C 0.974 -0.571 -1.613 -0.1875
C -0.194 0.061 -3.381 -0.0142
N -5.639 -0.391 -1.860 0.1971
N 0.973 -0.457 -3.821 0.1228
N 2.392 0.984 2.946 0.0410
N 2.968 1.030 0.126 0.1018
N -0.204 0.019 -2.032 0.1863
C 4.615 -0.669 0.931 0.0250
C -4.369 1.048 -0.204 0.0017
C 2.366 0.937 4.410 -0.0306
C 1.353 -0.844 -0.178 -0.0416
C 1.717 0.427 0.625 -0.1814
H -0.996 -0.738 2.040 0.0883
H -3.001 -2.165 -0.656 0.1366
H 2.704 -1.311 -2.734 0.1513
H -0.975 0.484 -4.010 0.1661
H -6.484 -0.555 -2.395 0.1846
H 1.262 -0.541 -4.793 0.1871
H 3.062 1.600 2.509 0.1402
H 2.887 1.912 -0.362 0.1567
H -0.900 0.428 -1.410 0.1427
H 4.112 -0.775 1.887 0.0737
H 4.384 -1.513 0.287 0.0786
H 5.690 -0.660 1.109 0.0975
H -3.838 1.922 -0.592 0.1413
H -4.772 1.309 0.779 0.1514
H 2.550 -0.082 4.756 0.0946
H 3.133 1.595 4.824 0.0946
H 1.388 1.256 4.778 0.0942
H 0.500 -1.341 0.284 0.1184
H 2.171 -1.561 -0.147 0.1222
H 0.947 1.162 0.400 0.1400
```

Properties
Total charge: +1
HOMO level in eV: -12.64
HOMO-LUMO gap in hartree: 0.342
E_LUMO in hartree: -0.1228

***

(12)
Formula: C8H32F2NO12S2
Source: OMol25
Level of theory: ωB97M-V/def2-TZVPD

The geometry in XYZ format:
```
57
Properties=species:S:1:pos:R:3:lowdin_charge:R:1
N -10.149 -1.061 22.528 -0.2901
S -9.570 0.062 23.419 0.4860
O -8.902 1.085 22.634 -0.2796
O -9.067 -0.247 24.729 -0.2474
F -10.967 0.742 23.815 -0.1852
S -8.835 -2.083 22.626 0.5557
O -8.890 -2.938 23.767 -0.2524
O -7.593 -1.521 22.205 -0.2463
F -9.142 -3.057 21.401 -0.1585
C -6.308 1.447 19.936 -0.1448
O -6.011 2.845 20.088 -0.1481
H -6.918 1.372 19.032 0.0807
H -5.479 0.746 19.840 0.0675
H -6.875 1.174 20.829 0.0686
H -6.802 3.193 20.552 0.0229
C -12.594 -2.993 20.664 -0.0960
O -12.158 -3.005 22.037 -0.1643
H -13.564 -3.468 20.584 0.0812
H -12.598 -1.959 20.313 0.0660
H -11.797 -3.471 20.089 0.0799
H -11.481 -2.304 22.116 0.0168
C -9.404 -3.430 27.059 -0.1837
O -8.188 -3.708 26.404 -0.1234
H -9.484 -3.888 28.042 0.0702
H -9.648 -2.361 27.069 0.0716
H -10.258 -3.825 26.487 0.0732
H -8.377 -3.654 25.458 0.0238
C -3.619 -0.686 22.058 -0.1608
O -3.677 0.735 22.006 -0.1233
H -4.557 -1.160 22.359 0.0707
H -3.345 -1.080 21.077 0.0713
H -2.909 -0.948 22.840 0.0724
H -4.519 0.969 21.599 0.0333
C -8.998 4.239 20.921 -0.1339
O -8.126 3.473 21.740 -0.1486
H -9.568 3.580 20.261 0.0777
H -9.651 4.830 21.569 0.0772
H -8.433 4.927 20.290 0.0795
H -8.522 2.596 21.923 0.0273
C -11.861 0.920 20.177 -0.1568
O -10.661 0.160 20.018 -0.1524
H -12.514 0.682 19.333 0.0699
H -12.353 0.588 21.093 0.0763
H -11.671 1.994 20.146 0.0632
H -10.482 -0.260 20.881 -0.0026
C -12.764 -1.933 25.247 -0.1835
O -13.365 -2.956 24.485 -0.1388
H -13.116 -2.035 26.280 0.0726
H -11.676 -2.008 25.236 0.0600
H -13.106 -0.915 25.027 0.0692
H -12.885 -3.012 23.624 0.0317
C -10.638 3.416 26.467 -0.1742
O -10.992 4.785 26.407 -0.1164
H -9.651 3.118 26.104 0.0805
H -10.498 3.102 27.510 0.0747
H -11.334 2.768 25.933 0.0710
H -11.888 4.841 26.744 0.0682
```

Properties
Total charge: -1
HOMO level in eV: -7.38
HOMO-LUMO gap in hartree: 0.366
E_LUMO in hartree: 0.0949

***

Which ΔE to the lowest compared entry with this formula, charge and spin belongs to each record? In order, 1.419; 4.065; 5.274; 1.945; 4.459; 7.458; 0.000; 2.131; 1.434; 0.676; 0.000; 0.920 eV.
Which DFT total energy belongs to each record? In order, -12953.3920; -11857.9359; -43576.3206; -43701.5990; -19229.8047; -11379.4446; -38362.5289; -26484.3481; -13984.3941; -17219.4156; -35611.0634; -61978.8753 eV.